Record 1
Here is C33H29N4O5S7W as an isolated structure at a distorted geometry from the Open Molecules 2025 dataset. Energies are from ωB97M-V with the def2-TZVPD basis set.

## Properties
Total charge ... +1
HOMO level (alpha / beta) ... -9.65 / -9.95 eV
Maximum force ... 0.0919 Eh/bohr
E_LUMO (alpha / beta) ... -4.731 / -4.387 eV
Orbital gap (alpha / beta) ... 4.9 / 5.6 eV

The geometry in XYZ format:
```
79
Properties=species:S:1:pos:R:3:forces:R:3
C -2.30275 -2.88712 1.43075 0.1 0.4 -0.4
S 3.04691 -3.73118 -2.92476 -0.5 0.1 -0.1
C 1.00021 0.21307 2.65243 -0.4 -1.4 -2.0
C -3.67229 1.42633 2.35490 0.2 0.0 -0.6
C 2.15647 -3.90458 2.12864 -0.4 0.1 -0.2
H -4.61047 1.90595 2.07460 0.0 0.1 0.1
C 1.56233 2.19990 3.99932 0.0 -0.1 -0.2
C 0.43590 2.48490 1.86290 0.5 -0.6 0.6
S 1.00127 -3.14026 1.11026 1.0 -0.5 0.0
H -4.84257 -0.16970 0.49051 0.0 0.0 0.0
N 2.21871 4.13190 5.31079 0.2 0.1 0.3
C 1.69858 -2.84119 -2.31242 -0.1 0.1 -0.2
C 2.67163 2.21312 -2.51864 -0.2 -0.7 0.2
S -2.77146 1.01539 0.80963 -1.5 0.0 0.1
O 0.69706 -1.08205 -0.99345 0.6 -2.0 -1.1
C -1.93892 2.94480 -2.92060 -0.2 -0.2 -1.3
H -3.19349 -1.21140 -1.76221 -0.1 0.0 0.0
C 1.08867 4.41936 3.14081 0.0 -0.4 -0.1
C 0.69611 -4.35424 -3.74108 0.1 -0.2 -0.1
H -3.62092 -3.02312 3.08913 -0.1 0.0 0.0
H 2.86327 3.20286 -2.90498 0.1 0.2 0.0
C 3.47406 -3.05371 0.44114 -0.4 0.2 -0.2
H -3.97608 0.68640 4.34602 -0.1 0.0 -0.1
H -1.65702 2.74062 -0.82544 0.1 -0.1 -0.3
N -0.95101 1.02420 -1.80199 -1.2 2.1 -3.9
C 3.41850 -3.78385 1.64798 0.0 -0.1 0.1
C -2.14515 3.04987 -5.35714 -0.3 0.6 -1.1
H 1.99769 1.58805 4.77258 0.0 -0.1 0.1
S -2.51204 -0.89977 3.33786 -0.5 -0.3 0.2
H -4.08651 -2.13680 -0.55045 0.0 0.0 -0.1
H 3.85623 1.30272 -3.97964 0.1 0.1 -0.1
H 2.83319 -0.90567 -3.53161 -0.1 0.0 0.0
C 4.34765 1.26771 -0.34714 -0.5 -0.9 0.2
H 0.07859 4.48937 1.24295 0.0 0.1 0.0
H -0.43339 -2.88215 -2.53607 -0.2 0.0 0.1
C -1.17108 1.08205 -4.22676 -0.6 0.9 -0.5
H 1.31070 -0.45588 3.45135 -0.2 -0.1 -0.1
H -1.37346 -3.10983 1.95298 -0.1 -0.1 -0.1
C 3.26284 1.15078 -3.09050 -0.1 0.3 -0.2
N -2.43697 3.62587 -6.30817 0.0 -0.1 0.1
H -0.29439 -0.49702 -3.07474 -0.2 0.3 -0.1
N 5.10452 2.09818 -0.56074 0.7 0.7 -0.1
H 4.38321 -2.86267 -0.09965 0.2 0.1 -0.1
H -2.37582 3.92710 -2.83449 0.0 0.1 0.1
H -2.70463 -3.80685 1.00440 0.0 0.0 0.0
H -4.16071 -1.87057 1.86688 0.0 0.0 0.0
H 1.16317 5.48685 3.27030 0.0 0.1 0.0
C 2.00097 -4.69531 -3.88831 0.2 0.2 0.1
H -4.81182 -0.27112 3.12100 0.0 0.1 0.0
C -3.39860 -1.30439 -0.69484 0.7 -0.2 0.2
C -0.79188 0.47419 -3.06422 0.2 -0.3 1.6
C -3.28770 -2.26010 2.38358 0.3 0.2 0.3
H 1.81845 -4.40060 3.01627 0.0 -0.1 0.2
C 0.49843 3.86578 2.01874 -0.1 0.0 -0.1
C -1.54573 2.27707 -1.80088 0.7 -1.1 0.8
H -4.28918 0.63983 -0.98260 -0.2 -0.1 0.1
S 3.27346 0.03795 0.10036 1.1 -0.1 -0.5
C -3.89972 0.28432 3.33490 0.5 -0.2 0.0
C -1.76682 2.36286 -4.19518 0.7 -1.1 2.1
C 0.51905 -3.29190 -2.82567 0.3 0.4 0.2
C 2.85081 -0.71135 -1.47898 0.5 0.3 0.2
W 0.13275 0.41955 -0.19279 -2.0 -0.5 -0.8
C 2.98765 -0.20421 -2.71578 0.1 -0.4 0.3
C 1.00294 1.60287 2.84979 -0.4 1.5 -0.5
O 0.68797 -0.33467 1.49379 1.9 1.2 4.2
C 2.24562 -2.61817 0.03809 -0.5 -0.1 0.5
S 1.56932 2.29309 -1.17349 -0.1 0.3 0.0
O -0.15321 1.92212 0.79605 0.0 2.6 2.0
C 1.60378 3.56870 4.12356 -0.4 -0.6 -0.8
H -3.01285 2.17295 2.79734 -0.1 0.1 0.0
H 4.28365 -4.19893 2.13078 0.1 -0.1 0.1
S -1.78095 -1.84881 -0.01060 -0.8 -0.5 0.2
O 2.20822 5.33431 5.42069 0.0 0.4 0.0
H -1.00634 0.58831 -5.17370 0.0 -0.1 0.0
H -0.11428 -4.84485 -4.25012 -0.1 -0.1 -0.1
C 1.88272 -1.84572 -1.20123 1.1 -0.2 -0.3
O 2.69877 3.35556 6.10362 0.1 -0.2 0.3
C -3.98068 0.00666 -0.14947 0.4 0.5 0.3
H 2.43883 -5.44371 -4.51716 0.0 -0.2 -0.2
```
Forces are in eV/Å.



Record 2
Here is C12H29BrCl6InMgN2NaO11PV as an isolated structure at a distorted geometry from the Open Molecules 2025 dataset. Energies are from ωB97M-V with the def2-TZVPD basis set.

## Properties
Total charge ... -2
HOMO level ... -1.79 eV
Maximum force ... 0.1032 Eh/bohr
E_LUMO ... 0.080 eV
Orbital gap ... 1.9 eV

The geometry in XYZ format:
```
66
Properties=species:S:1:pos:R:3:forces:R:3
Br -2.93135 0.10359 -2.98305 0.8 0.7 -2.1
H -3.35289 2.93261 2.06777 0.2 -0.1 0.2
O -4.69896 0.49845 6.07978 -0.3 0.3 -0.9
C 1.81790 -1.22639 -3.51220 -0.2 0.0 0.0
H -0.51382 5.62290 -4.63741 -0.6 -0.8 -0.4
C -1.33224 1.35117 4.18343 -0.5 0.7 -0.7
H 2.45685 -1.74393 -4.22442 0.0 0.0 0.0
H 4.23442 -4.02840 -0.25696 0.0 0.1 0.0
P -5.10532 1.59022 4.88653 -0.1 0.1 -0.7
O 6.06463 -1.16005 -1.69096 0.0 0.0 0.0
H 1.60821 -4.49642 -0.80094 0.1 0.0 0.1
H -4.48501 -0.32138 5.62043 0.1 -0.3 0.3
H 2.44290 -3.27333 2.10862 0.0 0.0 0.0
H 0.67843 -1.10643 -0.47143 0.0 -0.1 0.0
H -0.66926 -3.84572 1.11186 0.0 0.0 0.1
C 2.90130 -3.04644 1.13132 0.2 0.0 0.2
H 1.09115 3.43858 -6.22087 0.7 0.9 0.5
C 0.31906 5.40840 -5.33321 0.2 4.7 1.0
C 1.28575 -1.38969 0.39675 0.1 0.3 0.0
C 0.17993 -4.44509 0.79242 -0.1 -0.1 -0.1
O -5.72328 0.67258 3.63771 0.8 -0.2 1.1
H 2.08377 -0.64145 0.43652 0.1 -0.1 0.0
H 0.92432 -1.62699 2.55168 0.1 0.0 0.0
H -2.71665 4.34393 4.53085 -0.1 -0.2 0.0
N 1.90815 -2.67617 0.13858 -0.2 0.2 -0.2
O 6.18328 -2.03730 0.49795 0.0 -0.1 0.0
H -1.59809 0.43888 3.63970 0.5 0.0 0.0
H -0.63752 3.52786 -6.26555 -0.7 1.0 0.5
C 0.42690 -1.24480 1.65997 0.0 0.0 0.0
C 1.01387 -3.73662 -0.28447 0.0 -0.3 -0.1
C 0.22319 3.67773 -5.57648 -0.3 -5.2 -0.9
Mg -3.08848 0.86053 -5.22072 0.4 0.1 -0.2
Cl -2.22096 -1.96449 -0.44249 -0.1 -0.1 0.0
H 0.34083 -3.34977 -1.05845 0.0 0.2 0.1
O 7.27617 -0.00925 -0.02276 0.0 0.0 0.0
O 4.91571 -0.09173 0.07727 0.0 0.0 0.0
H 0.77264 -4.70379 1.67099 0.1 0.0 0.0
O 0.17108 3.11214 -4.45771 0.1 0.9 -0.1
In -3.10361 2.76067 3.84038 0.6 0.2 0.1
H 1.88796 -1.72373 -2.54413 0.1 0.0 0.0
H -4.94894 0.22307 3.26914 -0.4 0.0 -0.5
H 4.56294 -4.36983 1.44003 0.0 0.1 0.0
H 0.20773 -0.18706 1.84306 0.0 0.0 0.0
Cl -4.95183 -2.81119 -0.07785 0.0 0.0 0.1
H 1.21877 5.52058 -4.70035 0.5 -0.9 -0.5
O 0.31004 5.96383 -6.45660 0.0 -0.7 0.1
Cl 1.18462 5.70809 0.10805 -1.3 -0.3 0.1
O -0.98524 5.41066 0.01884 2.1 -1.2 0.4
C 3.76836 -4.21972 0.70942 -0.1 -0.2 -0.1
Cl -4.36633 -0.06665 -0.77836 -1.3 -0.6 2.5
O -3.32585 7.91377 -0.36130 1.4 -1.4 0.2
V -2.18759 6.69825 -0.17683 -2.2 2.3 -0.3
N -0.65338 -1.25416 -4.34368 -0.3 -0.3 -0.7
C -3.81449 -1.47048 0.13197 -0.2 0.5 -0.3
H -0.53067 -1.74686 1.55288 0.0 0.0 0.1
Na -0.27154 2.85862 1.90786 -0.4 0.4 -0.4
C 0.43159 -1.24171 -3.98577 1.0 0.0 0.4
H -1.24456 1.12135 5.24554 0.2 0.2 -0.1
O -6.17943 2.48275 5.32309 -0.5 0.4 0.7
Cl 6.11279 -0.82263 -0.28668 0.0 0.0 0.0
H 3.20079 -5.15359 0.64729 0.0 0.0 0.0
H -0.22511 -5.37674 0.38768 0.0 0.0 0.0
H 3.56723 -2.19513 1.28963 -0.1 0.1 -0.1
Cl -3.68502 -1.03830 1.85214 0.3 -0.3 0.0
H 2.15940 -0.19822 -3.40789 0.0 0.0 0.0
H -0.38523 1.80039 3.79235 -0.3 -0.7 0.6
```
Forces are in eV/Å.



Record 3
Here is a 2-piece molecular cluster, C5H14N2O overall at a distorted geometry from the Open Molecules 2025 dataset. Energies are from ωB97M-V with the def2-TZVPD basis set.

## Properties
Total charge ... 0
SMILES ... C=NCC.CNCO
HOMO level ... -9.31 eV
Maximum force ... 0.0585 Eh/bohr
E_LUMO ... 0.939 eV
Orbital gap ... 10.3 eV

The geometry in XYZ format:
```
22
Properties=species:S:1:pos:R:3:forces:R:3
H 2.03429 0.95413 3.13155 1.0 0.1 -1.2
C -1.41966 -1.99789 -0.30142 0.1 -0.4 0.5
H 3.41299 0.33708 2.03717 0.3 0.1 0.5
H -0.68639 2.85273 -0.04064 -0.3 -0.2 0.2
H -2.13377 -1.60417 -2.83926 0.4 0.3 0.0
O -1.22912 -1.74960 1.08446 -0.3 -0.6 -0.2
H -1.86592 0.13448 -2.90512 0.0 0.3 0.3
C 1.64203 0.71142 0.99062 1.5 -0.3 -0.4
H -0.46422 -0.92977 -2.58789 -0.7 0.1 -0.1
H -0.48735 -2.41097 -0.72703 -0.3 0.2 -0.1
H 2.24353 0.90521 0.04368 -0.9 -0.3 0.6
H 0.71179 1.94982 -0.92398 -0.4 0.3 0.3
H -2.23289 -2.75925 -0.40915 0.5 0.4 0.1
N -1.71845 -0.73248 -0.91055 -0.5 0.4 -1.4
H -1.11555 -0.79788 1.12315 0.2 0.4 0.2
H 1.42317 -0.36572 1.04494 -0.2 0.3 -0.1
H 2.94135 2.07085 2.00085 0.2 0.0 0.3
N 0.45249 1.49929 1.08329 -1.3 1.6 -2.2
C -1.54550 -0.76738 -2.39968 0.0 -1.0 0.9
C 0.11149 2.12060 -0.00437 1.5 -1.3 1.5
H -2.67281 -0.46917 -0.63493 0.5 -0.1 -0.4
C 2.59851 1.04868 2.14431 -1.4 -0.3 0.5
```
Forces are in eV/Å.



Record 4
Here is one molecule with the formula C2HBr2N3 at a distorted geometry from the Open Molecules 2025 dataset. Energies are from ωB97M-V with the def2-TZVPD basis set.

## Properties
Total charge ... 0
HOMO level ... -8.47 eV
Maximum force ... 0.0795 Eh/bohr
E_LUMO ... -0.404 eV
Orbital gap ... 8.1 eV

The geometry in XYZ format:
```
8
Properties=species:S:1:pos:R:3:forces:R:3
Br -3.73694 0.08372 -0.81067 -1.1 -0.7 -0.4
N -0.30274 -0.35631 0.90645 -1.9 0.6 2.1
H 1.53056 1.01547 -0.01365 1.5 -0.8 0.0
N -1.22557 0.18548 0.29005 0.4 -0.5 -0.6
C 1.82665 -0.07600 0.03501 -3.6 0.8 0.0
N 0.83452 -0.81088 0.42104 3.4 -0.6 -2.2
C -2.28229 0.71742 0.02070 2.0 1.0 0.4
Br 3.35581 -0.75889 -0.84892 -0.7 0.3 0.7
```
Forces are in eV/Å.



Record 5
Here is a 2-piece molecular cluster, C16H17N overall at a distorted geometry from the Open Molecules 2025 dataset. Energies are from ωB97M-V with the def2-TZVPD basis set.

## Properties
Total charge ... 0
SMILES ... Cc1c[nH]c2ccccc12.Cc1ccccc1
HOMO level ... -7.71 eV
Maximum force ... 0.1152 Eh/bohr
E_LUMO ... 0.932 eV
Orbital gap ... 8.6 eV

The geometry in XYZ format:
```
34
Properties=species:S:1:pos:R:3:forces:R:3
C -2.24353 1.29302 -1.74647 -4.5 0.5 -1.6
H 2.53056 3.14428 -0.62728 -0.2 0.0 1.4
H -3.32106 1.40703 -2.19158 2.0 0.1 1.0
H 2.77178 -1.65417 0.74775 0.1 -0.5 1.0
H 0.81910 -2.30951 3.60137 -1.1 -0.7 -1.9
H -0.78049 5.45013 -0.51812 0.9 -0.1 0.1
H 2.19684 4.77934 -0.02064 -0.8 -0.7 -0.3
C -1.69895 0.05588 -1.91435 1.9 -0.1 0.8
H 3.20186 -2.56539 2.26073 0.0 0.1 0.1
C -0.61158 4.38265 -0.61882 1.0 -1.4 -0.9
H -1.40005 -3.71979 -0.92138 1.6 0.1 1.6
C 0.40578 0.90672 -0.90518 -3.6 -0.4 -0.8
H -2.76069 -3.09835 0.96758 2.3 -0.2 0.5
C -1.60009 2.36154 -1.17267 3.9 0.9 1.0
H 1.39899 0.71581 -0.66515 1.6 0.0 0.4
H 3.09792 -3.29685 0.66140 0.5 -1.3 -0.5
H -2.28002 -0.75815 -2.33373 0.2 0.2 -0.1
C 1.84141 3.72027 0.04342 -0.5 0.5 0.3
C -0.84929 -3.49652 0.07437 3.1 0.6 -3.2
C 1.15277 -2.83238 1.46312 0.7 -1.0 -2.4
C 0.43857 3.46151 -0.44209 -3.4 0.7 0.1
H 1.76203 3.56383 1.15545 1.1 -0.7 -1.0
C 2.64895 -2.61715 1.32722 -0.6 2.3 0.2
H -1.75015 -2.83553 3.16667 0.7 1.0 -0.3
H 1.16137 -3.34438 -0.61062 2.2 -0.5 -2.5
C 0.61380 -3.27825 0.23188 -5.0 0.1 3.2
N -1.72232 3.74997 -1.15126 -1.0 -1.5 0.6
H 0.20968 -0.96942 -1.91390 -0.2 -0.2 0.5
C -1.02237 -2.70438 2.33737 -1.0 -1.6 0.9
H -2.36380 4.19644 -1.76039 -0.6 0.6 -0.1
C -0.33974 -0.11260 -1.52805 0.4 0.3 -0.3
C 0.34920 -2.61931 2.58613 -0.2 0.6 0.4
C -0.26021 2.13474 -0.67259 1.9 1.2 -1.0
C -1.59629 -3.11103 1.08981 -3.2 0.9 2.7
```
Forces are in eV/Å.